1.
{
  "formula": "ClH3NOP",
  "method": "ωB97M-V with the def2-TZVPD basis set",
  "symbols": ["N", "O", "P", "Cl", "H", "H", "H"],
  "positions_angstrom": [[0.5209, 0.6244, 1.1049], [-0.3924, 0.1295, -2.2240], [0.0087, -1.1305, -1.6227], [-1.6000, -1.8077, -0.7256], [-0.0270, 0.0306, 1.7950], [1.5050, 0.8476, 1.1162], [-0.0151, 1.3062, 0.5561]],
  "nbo_charge": [-1.158, -1.003, 1.310, -0.327, 0.403, 0.390, 0.386],
  "fmax_ha_per_bohr": 0.0518,
  "e_tot_ha": -933.36517,
  "e_homo_ha": -0.3585,
  "smiles": "O=PCl.N"
}



2.
{
  "formula": "C4H8",
  "method": "ωB97M-V with the def2-TZVPD basis set",
  "symbols": ["C", "C", "C", "C", "H", "H", "H", "H", "H", "H", "H", "H"],
  "positions_angstrom": [[0.9744, 0.8683, -0.5439], [-0.2014, 0.0709, -0.0393], [-1.4321, 0.5501, 0.0189], [0.1384, -1.2934, 0.5221], [1.7698, 0.8379, 0.2027], [0.7147, 1.9123, -0.7025], [1.3318, 0.4552, -1.4845], [-2.2779, 0.0075, 0.4087], [-1.6902, 1.5435, -0.3408], [0.7717, -1.2284, 1.4042], [0.6690, -1.8941, -0.2289], [-0.7683, -1.8298, 0.7832]],
  "nbo_charge": [-0.641, 0.032, -0.416, -0.641, 0.212, 0.215, 0.216, 0.192, 0.190, 0.214, 0.211, 0.214],
  "fmax_ha_per_bohr": 0.0151,
  "e_tot_ha": -157.18356,
  "e_homo_ha": -0.3438,
  "smiles": "C=C(C)C"
}



3.
{
  "formula": "C20H25Cl2FI2N2OP",
  "method": "ωB97M-V with the def2-TZVPD basis set",
  "symbols": ["C", "C", "I", "C", "I", "C", "N", "C", "Cl", "C", "C", "Cl", "C", "C", "C", "F", "C", "C", "C", "C", "C", "C", "C", "C", "C", "N", "P", "C", "O", "H", "H", "H", "H", "H", "H", "H", "H", "H", "H", "H", "H", "H", "H", "H", "H", "H", "H", "H", "H", "H", "H", "H", "H", "H"],
  "positions_angstrom": [[-0.9944, 4.3095, 0.8940], [-2.3614, 3.6612, 1.4127], [-3.9356, 4.8167, 2.4263], [-2.5855, 2.2696, 1.2214], [-4.4778, 1.3989, 1.9424], [-1.5792, 1.2504, 0.5532], [-1.4425, 0.7844, -0.8004], [-2.3764, 1.3254, -1.8214], [-1.6030, 1.5487, -3.4877], [-3.8043, 0.5515, -1.8817], [-3.7249, -1.0093, -1.5322], [-4.7375, 0.9098, -3.4428], [-0.3722, -0.1946, -0.8653], [0.0894, -0.9972, -2.1579], [0.3463, -2.5709, -1.8356], [-0.5890, -3.4041, -2.5552], [0.2174, -0.3256, 0.5495], [1.3987, -1.2034, 1.1475], [2.6331, -1.4322, 0.1704], [3.2361, -2.8848, 0.1419], [4.4599, -3.2972, -0.7042], [5.1267, -2.2093, -1.6064], [4.5576, -0.7611, -1.5896], [3.3197, -0.3693, -0.7174], [2.8104, 1.1428, -0.7288], [-0.5682, 0.6056, 1.3501], [-0.5309, 1.0414, 3.0771], [-1.3608, -0.4388, 3.9723], [1.0965, 1.2128, 3.6515], [-0.1550, 3.9382, 1.5736], [-0.8280, 3.8981, -0.1747], [-1.0963, 5.4493, 0.8814], [-2.6342, 2.3989, -1.4772], [-4.4416, 1.0397, -1.0491], [-3.6121, -1.6166, -2.5011], [-4.7650, -1.2997, -1.1151], [-2.9753, -1.2866, -0.7200], [-0.7238, -1.0006, -2.9813], [1.0065, -0.5071, -2.6644], [0.2323, -2.7986, -0.7104], [1.4305, -2.8416, -2.0978], [0.9949, -2.2327, 1.4878], [1.7942, -0.6782, 2.0897], [2.7675, -3.6907, 0.8195], [4.8344, -4.3817, -0.6320], [6.0118, -2.5495, -2.2390], [5.1147, -0.0014, -2.2514], [3.6019, 1.7601, -1.2956], [2.7218, 1.5482, 0.3366], [1.8338, 1.2850, -1.3287], [-1.2174, -0.2118, 5.0967], [-2.4926, -0.4648, 3.7963], [-0.8998, -1.4381, 3.6614], [1.2333, 0.3841, 4.1830]],
  "nbo_charge": [-0.682, -0.070, 0.254, -0.333, 0.214, 0.412, -0.378, -0.033, 0.002, -0.208, -0.666, -0.016, 0.205, -0.517, 0.052, -0.370, 0.184, -0.491, -0.061, -0.218, -0.222, -0.193, -0.223, -0.011, -0.663, -0.635, 1.230, -0.983, -0.921, 0.250, 0.232, 0.265, 0.257, 0.242, 0.252, 0.246, 0.224, 0.281, 0.268, 0.171, 0.211, 0.257, 0.256, 0.224, 0.248, 0.245, 0.242, 0.242, 0.230, 0.219, 0.267, 0.281, 0.239, 0.490],
  "fmax_ha_per_bohr": 0.0840,
  "e_tot_ha": -2918.33248,
  "e_homo_ha": -0.4182,
  "total_charge": 1
}



4.
{
  "formula": "C6H16OS",
  "method": "ωB97M-V with the def2-TZVPD basis set",
  "symbols": ["C", "C", "C", "O", "H", "H", "H", "H", "H", "H", "H", "H", "C", "C", "S", "C", "H", "H", "H", "H", "H", "H", "H", "H"],
  "positions_angstrom": [[1.7366, -2.8233, -0.7071], [2.0982, -1.8448, 0.3955], [0.8800, -1.3038, 1.0979], [2.7794, -0.7075, -0.1497], [2.6275, -3.1190, -1.2593], [1.0463, -2.3499, -1.3996], [1.2875, -3.7172, -0.2944], [2.7550, -2.3243, 1.1312], [0.3295, -2.1000, 1.5976], [0.2096, -0.8292, 0.3774], [1.1562, -0.5574, 1.8375], [3.6535, -0.9868, -0.4360], [-0.0217, 2.9213, -0.2224], [-0.7419, 1.6878, -0.7137], [-1.9910, 1.1721, 0.4826], [-2.7698, -0.1111, -0.4883], [0.8028, 3.2168, -0.8820], [0.4214, 2.7613, 0.7638], [-0.6812, 3.7871, -0.1267], [-0.0171, 0.8840, -0.8716], [-1.2321, 1.8778, -1.6705], [-3.2775, 0.2745, -1.3672], [-2.0486, -0.8692, -0.8006], [-3.5087, -0.6119, 0.1314]],
  "nbo_charge": [-0.626, 0.094, -0.619, -0.730, 0.204, 0.209, 0.210, 0.154, 0.210, 0.204, 0.222, 0.465, -0.617, -0.528, 0.196, -0.754, 0.217, 0.213, 0.210, 0.211, 0.205, 0.212, 0.209, 0.231],
  "fmax_ha_per_bohr": 0.0144,
  "e_tot_ha": -711.61924,
  "e_homo_ha": -0.3090,
  "smiles": "CC(C)O.CCSC"
}



5.
{
  "formula": "C30H36BBrClN10OPt",
  "method": "ωB97M-V with the def2-TZVPD basis set",
  "symbols": ["Pt", "C", "C", "N", "N", "C", "B", "N", "C", "C", "C", "N", "N", "C", "C", "C", "N", "H", "H", "H", "H", "H", "H", "H", "H", "H", "H", "Br", "C", "C", "C", "N", "C", "C", "H", "H", "H", "H", "C", "C", "C", "C", "C", "O", "C", "C", "C", "C", "C", "C", "Cl", "C", "C", "C", "N", "C", "N", "C", "N", "H", "H", "H", "H", "H", "H", "H", "H", "H", "H", "H", "H", "H", "H", "H", "H", "H", "H", "H", "H", "H", "H"],
  "positions_angstrom": [[-0.0030, 0.7474, -0.3614], [-1.6232, -3.2691, 0.3661], [-0.8797, -2.3902, -0.4219], [-0.8762, -1.1822, 0.1330], [-1.5984, -1.2479, 1.2672], [-2.0586, -2.4979, 1.4265], [-1.8049, -0.0023, 2.1706], [-0.4276, 0.5066, 2.6451], [0.0570, 0.6227, 3.8904], [1.3590, 1.0778, 3.8146], [1.6030, 1.2183, 2.4470], [0.5175, 0.8806, 1.7602], [-2.5046, 1.0941, 1.3339], [-3.6456, 1.7520, 1.5868], [-3.8729, 2.6510, 0.5631], [-2.7909, 2.4751, -0.2982], [-1.9743, 1.5403, 0.1798], [-1.8131, -4.3128, 0.1912], [-0.3540, -2.5663, -1.3470], [-2.6620, -2.7512, 2.2818], [-2.4831, -0.2910, 3.1117], [-0.5533, 0.3682, 4.7405], [2.0338, 1.2713, 4.6295], [2.4938, 1.5511, 1.9334], [-4.2196, 1.5295, 2.4705], [-4.6991, 3.3309, 0.4565], [-2.5637, 2.9739, -1.2273], [-2.0078, -0.4644, -6.8597], [-1.4446, -0.0777, -5.1136], [-2.3532, -0.0863, -4.0680], [-1.8919, 0.2078, -2.7989], [-0.6134, 0.4984, -2.5410], [0.2522, 0.4987, -3.5576], [-0.1145, 0.2192, -4.8596], [-3.3960, -0.3157, -4.2308], [-2.5643, 0.2119, -1.9502], [1.2821, 0.7220, -3.3132], [0.6194, 0.2307, -5.6518], [8.2454, 2.4042, -0.7912], [7.3643, 2.4051, 0.4653], [7.7417, 1.1945, 1.3288], [7.6922, 3.6664, 1.2721], [5.8453, 2.3505, 0.0858], [5.0495, 2.0162, 1.2191], [5.3272, 3.6571, -0.5679], [4.7652, 4.7412, 0.3647], [3.3778, 4.4898, 0.9107], [3.1377, 4.5681, 2.2791], [1.8686, 4.3875, 2.8058], [0.8152, 4.1145, 1.9517], [-0.7663, 3.8500, 2.6091], [1.0174, 4.0403, 0.5824], [2.2945, 4.2368, 0.0733], [5.6312, 1.1828, -0.9090], [4.2992, 0.6025, -0.8167], [3.1195, 1.1139, -1.1499], [2.1553, 0.3020, -0.7460], [2.8277, -0.7180, -0.1436], [4.1256, -0.5665, -0.1648], [9.2901, 2.5016, -0.4938], [8.0233, 3.2358, -1.4618], [8.1624, 1.4750, -1.3567], [8.8030, 1.2514, 1.5740], [7.5787, 0.2423, 0.8233], [7.1791, 1.1731, 2.2607], [8.7398, 3.6336, 1.5731], [7.1059, 3.7360, 2.1928], [7.5486, 4.5802, 0.6950], [5.1859, 2.6828, 1.9013], [4.5415, 3.4075, -1.2842], [6.1285, 4.0873, -1.1703], [4.7465, 5.6768, -0.2010], [5.4362, 4.9256, 1.2025], [3.9579, 4.7902, 2.9539], [1.6948, 4.4453, 3.8715], [0.1769, 3.8585, -0.0765], [2.4358, 4.2242, -1.0027], [6.3019, 0.3554, -0.7052], [5.8015, 1.5245, -1.9290], [2.9809, 2.0510, -1.6589], [2.3383, -1.5608, 0.3154]],
  "lowdin_spin": [1.422, 0.003, 0.008, 0.135, 0.007, -0.002, 0.001, 0.003, 0.000, 0.002, 0.008, 0.094, 0.001, 0.000, 0.002, 0.010, 0.087, 0.001, 0.000, 0.000, 0.000, 0.000, 0.001, 0.000, 0.000, 0.001, 0.001, -0.001, -0.002, 0.002, 0.003, 0.072, 0.007, 0.003, 0.000, 0.000, 0.001, 0.001, 0.000, 0.000, 0.000, 0.000, 0.000, 0.000, 0.000, 0.000, 0.000, 0.003, 0.000, 0.003, 0.001, 0.015, 0.005, 0.001, 0.002, 0.013, 0.069, 0.002, 0.002, 0.000, 0.000, 0.000, 0.000, 0.000, 0.000, 0.000, 0.000, 0.000, 0.000, 0.000, 0.000, 0.000, 0.000, 0.000, 0.000, 0.009, 0.000, 0.000, 0.000, 0.002, 0.000],
  "fmax_ha_per_bohr": 0.0026,
  "e_tot_ha": -4965.84764,
  "e_homo_ha": [-0.3608, -0.4069],
  "total_charge": 1,
  "spin_multiplicity": 3
}



6.
{
  "formula": "C61H49Br2FGeN5OS2Sr",
  "method": "ωB97M-V with the def2-TZVPD basis set",
  "symbols": ["Sr", "S", "C", "C", "C", "C", "N", "C", "C", "C", "S", "C", "N", "H", "H", "C", "C", "C", "C", "C", "C", "Br", "C", "C", "Br", "C", "O", "C", "N", "H", "H", "H", "H", "H", "H", "C", "C", "C", "C", "C", "C", "C", "C", "C", "C", "C", "C", "N", "C", "C", "C", "C", "C", "C", "F", "H", "H", "H", "H", "H", "H", "H", "H", "H", "H", "H", "H", "H", "H", "H", "H", "H", "H", "H", "H", "H", "N", "C", "C", "C", "C", "C", "C", "C", "H", "H", "H", "H", "H", "C", "C", "C", "C", "C", "C", "Ge", "C", "C", "C", "C", "C", "C", "C", "C", "C", "C", "C", "C", "H", "H", "H", "H", "H", "H", "H", "H", "H", "H", "H", "H", "H", "H", "H"],
  "positions_angstrom": [[0.1027, -0.3636, 0.3414], [2.3393, -1.4823, -1.1023], [2.7386, -2.9649, -0.2735], [4.0424, -3.4643, -0.4090], [4.4442, -4.6816, 0.1187], [5.8017, -5.1205, -0.0630], [6.8937, -5.4529, -0.2147], [3.5100, -5.4612, 0.8164], [2.2282, -4.9624, 1.0010], [1.8198, -3.7129, 0.5197], [0.1975, -3.1829, 0.9314], [3.8522, -6.7579, 1.3335], [4.1113, -7.8012, 1.7462], [4.7565, -2.8696, -0.9640], [1.5091, -5.5515, 1.5551], [4.2763, 0.0319, 1.6284], [3.3975, 0.0481, 2.8431], [4.0035, -0.0080, 4.1249], [3.2322, -0.0541, 5.2407], [1.8241, -0.0324, 5.1163], [0.9215, -0.0868, 6.2072], [1.5718, -0.2033, 7.9971], [-0.4255, -0.0517, 6.0019], [-0.9362, 0.0472, 4.7023], [-2.8157, 0.1457, 4.4787], [-0.1303, 0.1197, 3.5673], [-0.5703, 0.2406, 2.3776], [1.3019, 0.0537, 3.8096], [2.0954, 0.0857, 2.6971], [4.9803, -0.8015, 1.6863], [4.8645, 0.9532, 1.5689], [3.6850, -0.0856, 0.7242], [5.0841, -0.0346, 4.1949], [3.6782, -0.1161, 6.2247], [-1.1089, -0.0896, 6.8388], [-0.9828, 4.4201, 1.7052], [0.4636, 4.6150, 1.2455], [1.3508, 3.6091, 1.9846], [0.7683, 4.6035, -0.2540], [1.7023, 5.5431, -0.6843], [2.1317, 5.6054, -1.9990], [1.6334, 4.6787, -2.9003], [0.7112, 3.7080, -2.5203], [0.2751, 2.7292, -3.6081], [-1.1188, 3.0498, -4.1563], [0.3769, 1.2452, -3.2484], [0.2383, 3.6772, -1.1845], [-0.6848, 2.7137, -0.7687], [-1.9663, 3.0964, -0.8049], [-2.5129, 4.3286, -1.2654], [-3.8759, 4.5872, -1.2458], [-4.7956, 3.6660, -0.7579], [-4.3007, 2.4520, -0.2718], [-2.9576, 2.2181, -0.3049], [-2.4785, 1.0285, 0.1711], [-1.0672, 4.7656, 2.7400], [-1.2736, 3.3712, 1.6768], [-1.6921, 4.9832, 1.0991], [0.7592, 5.6185, 1.5748], [1.1199, 2.5938, 1.6633], [1.1789, 3.6639, 3.0631], [2.4120, 3.7923, 1.7948], [2.0961, 6.2495, 0.0415], [2.8497, 6.3540, -2.3135], [1.9742, 4.6959, -3.9317], [0.9844, 2.8901, -4.4292], [-1.8897, 2.8250, -3.4215], [-1.3146, 2.4576, -5.0567], [-1.2103, 4.1072, -4.4144], [-0.3057, 1.0130, -2.4314], [1.3824, 0.9680, -2.9311], [0.1220, 0.6350, -4.1197], [-1.8288, 5.0805, -1.6421], [-4.2258, 5.5445, -1.6196], [-5.8576, 3.8711, -0.7545], [-4.9514, 1.6825, 0.1251], [2.3307, 1.6192, -0.5894], [3.2934, 2.2100, -0.7830], [4.5186, 2.9254, -1.0200], [5.0762, 2.9262, -2.2943], [6.2560, 3.6156, -2.5209], [6.8736, 4.2992, -1.4821], [6.3136, 4.2936, -0.2116], [5.1343, 3.6066, 0.0251], [4.5773, 2.3925, -3.0916], [6.6934, 3.6183, -3.5107], [7.7941, 4.8397, -1.6638], [6.7937, 4.8281, 0.5977], [4.6778, 3.6008, 1.0057], [-0.5914, -4.3516, -4.9359], [-0.0275, -4.4506, -3.6708], [-0.4682, -3.6269, -2.6447], [-1.4932, -2.7034, -2.8679], [-2.0441, -2.6030, -4.1458], [-1.5986, -3.4272, -5.1721], [-2.1302, -1.5607, -1.4100], [-3.6176, -0.5054, -2.1501], [-4.9278, -0.7591, -1.7454], [-5.9880, -0.0336, -2.2770], [-5.7551, 0.9674, -3.2076], [-4.4561, 1.2368, -3.6135], [-3.4008, 0.5054, -3.0885], [-2.9241, -2.6374, 0.0156], [-3.3725, -2.0207, 1.1843], [-3.9476, -2.7736, 2.2008], [-4.0824, -4.1461, 2.0553], [-3.6318, -4.7674, 0.8981], [-3.0449, -4.0201, -0.1115], [-0.2401, -4.9890, -5.7391], [0.7702, -5.1583, -3.4809], [-0.0126, -3.6918, -1.6632], [-2.8337, -1.8876, -4.3442], [-2.0406, -3.3427, -6.1583], [-5.1283, -1.5297, -1.0106], [-6.9992, -0.2459, -1.9489], [-6.5795, 1.5509, -3.5992], [-4.2587, 2.0329, -4.3213], [-2.3953, 0.7385, -3.4117], [-3.2634, -0.9498, 1.3209], [-4.2695, -2.2848, 3.1112], [-4.5214, -4.7356, 2.8514], [-3.7176, -5.8421, 0.7890], [-2.6738, -4.5183, -0.9991]],
  "lowdin_spin": [0.103, 0.005, 0.001, 0.000, 0.001, 0.000, 0.000, 0.000, 0.002, 0.002, 0.027, 0.000, 0.000, 0.000, 0.000, 0.000, 0.000, 0.000, 0.000, 0.000, 0.000, 0.000, 0.000, 0.000, 0.000, 0.000, 0.002, 0.000, 0.001, 0.000, 0.000, 0.000, 0.000, 0.000, 0.000, 0.000, 0.000, 0.000, 0.000, 0.000, 0.000, 0.000, 0.000, 0.001, 0.000, 0.005, 0.000, 0.004, 0.001, 0.000, 0.001, 0.000, 0.001, 0.001, 0.023, 0.000, 0.000, 0.000, 0.000, 0.000, 0.000, 0.000, 0.000, 0.000, 0.000, 0.000, 0.000, 0.000, 0.000, 0.008, 0.000, 0.000, 0.000, 0.000, 0.000, 0.000, 0.000, 0.000, 0.000, 0.000, 0.000, 0.000, 0.000, 0.000, 0.000, 0.000, 0.000, 0.000, 0.000, 0.016, -0.001, 0.017, 0.076, 0.023, 0.001, 0.432, 0.072, 0.019, 0.001, 0.010, -0.001, 0.014, 0.074, 0.014, -0.001, 0.011, 0.002, 0.020, 0.001, 0.000, 0.000, 0.001, 0.000, 0.001, 0.000, 0.001, 0.000, 0.001, 0.001, 0.000, 0.001, 0.000, 0.001],
  "fmax_ha_per_bohr": 0.0348,
  "e_tot_ha": -10855.04336,
  "e_homo_ha": [-0.0797, -0.0796],
  "total_charge": -2,
  "spin_multiplicity": 2
}